Computed, not measured: a 4-piece molecular cluster, C31H46F9N4O6S2 overall, with wB97M-V/def2-TZVPD.

Output
- LUMO energy (eV) = 0.897
- gap between HOMO and LUMO (eV) = 5.75
- electronic energy (a.u.) = -3574.1951
- largest force on an atom (Eh/bohr) = 0.1518
- net charge = -1

The geometry in XYZ format:
```
98
C31H46F9N4O6S2 (wB97M-V/def2-TZVPD)
C -3.322 -4.862 5.862
C -2.260 -5.200 4.674
N -1.708 -3.973 4.029
C -1.379 -4.170 2.583
C -0.054 -5.025 2.295
C 0.636 -4.729 0.841
C -0.534 -5.479 -0.037
O -1.681 -4.991 -0.318
O -0.444 -6.829 -0.417
N 0.830 -3.309 0.513
C 0.600 -3.013 -0.911
C 1.115 -1.705 -1.631
C 0.060 -0.453 -1.600
S 0.857 1.189 -1.929
C 2.461 1.371 -1.042
S 3.844 1.556 -2.005
N 2.645 1.400 0.414
C 1.726 1.759 1.485
C 2.546 1.517 2.766
N 3.905 1.074 2.467
C 3.929 1.022 1.020
C 1.513 -2.397 1.317
F 0.770 -1.128 1.301
F 2.840 -2.009 0.811
C 1.841 -2.520 2.858
F 0.713 -2.335 3.752
F 2.705 -3.581 3.262
C 1.984 -5.609 0.606
F 3.203 -4.830 0.783
F 2.171 -5.997 -0.776
C 2.231 -6.837 1.593
F 2.607 -6.458 2.929
F 3.428 -7.485 1.095
F 1.276 -7.849 1.652
C -2.708 -2.852 4.028
C -3.927 -2.722 3.002
O -2.573 -1.954 4.898
H -4.357 -4.566 5.450
H -2.966 -3.968 6.507
H -3.415 -5.740 6.611
H -2.669 -5.989 3.954
H -1.371 -5.704 5.223
H -2.261 -4.780 2.137
H -1.358 -3.189 1.983
H -0.410 -6.129 2.318
H 0.653 -4.924 3.178
H -0.551 -2.921 -1.050
H 1.028 -3.882 -1.547
H 1.154 -1.958 -2.765
H 2.159 -1.321 -1.403
H -0.671 -0.627 -2.484
H -0.609 -0.475 -0.663
H 0.648 2.085 1.318
H 2.152 1.658 3.829
H 4.893 0.713 0.493
H 2.466 -1.574 3.108
H -4.308 -1.632 3.092
H -4.824 -3.390 3.229
H -3.657 -2.870 1.904
C 1.817 6.577 -0.438
C 0.437 5.974 -0.320
C 0.277 5.285 -1.661
O 1.588 4.886 -2.082
C 2.556 5.519 -1.233
H 2.286 6.793 0.523
H 1.766 7.509 -1.011
H 0.425 5.231 0.485
H -0.347 6.705 -0.121
H -0.123 5.972 -2.416
H -0.374 4.409 -1.608
H 2.978 4.752 -0.576
H 3.361 5.937 -1.842
C -1.822 -2.599 -6.520
C -0.547 -3.381 -6.744
C 0.360 -2.820 -5.667
O -0.483 -2.435 -4.573
C -1.849 -2.465 -5.011
H -2.713 -3.086 -6.921
H -1.736 -1.609 -6.982
H -0.729 -4.446 -6.562
H -0.134 -3.272 -7.749
H 0.886 -1.925 -6.016
H 1.100 -3.546 -5.322
H -2.331 -3.331 -4.544
H -2.362 -1.560 -4.678
C -1.293 11.113 -0.903
C -2.412 10.106 -0.770
C -1.649 8.807 -0.602
O -0.415 9.132 0.055
C -0.253 10.557 0.049
H -1.590 12.135 -0.659
H -0.904 11.104 -1.927
H -2.995 10.316 0.133
H -3.094 10.092 -1.621
H -1.404 8.361 -1.572
H -2.198 8.072 -0.009
H -0.418 10.917 1.071
H 0.767 10.810 -0.248
```